This record from the OMol25 dataset describes a cluster of 2 separate species, C22H22FN2 in total in a non-equilibrium geometry. The level of theory is ωB97M-V with the def2-TZVPD basis set.

```
! RIJCOSX wB97M-V def2-TZVPD def2/J DEFGRID3
* xyz 1 1
F 5.0134 3.6389 2.9049
C 3.7800 3.1340 2.5753
C 3.5625 1.7614 2.6968
C 2.2837 1.2719 2.4694
C 1.1873 2.1465 2.1963
C -0.1491 1.6585 2.1744
C -1.3413 2.4256 2.3281
C -2.6019 1.8171 2.0263
C -3.8017 2.4915 2.2026
C -3.8174 3.7887 2.7410
C -2.6017 4.4263 3.0230
C -1.3922 3.7643 2.8399
C 1.5065 3.5191 1.9667
C 2.7768 4.0242 2.2017
H 4.3742 1.1050 3.0018
H 2.0852 0.2018 2.5407
H -0.2729 0.5797 2.1186
H -2.5934 0.7929 1.6522
H -4.7415 2.0084 1.9320
H -4.7657 4.2916 2.9404
H -2.6062 5.4448 3.4121
H -0.4809 4.2754 3.1458
H 0.7323 4.1950 1.6119
H 2.9814 5.0886 2.1200
C 0.1081 -4.1192 -5.0411
C -0.0819 -5.2471 -4.0168
C 0.0518 -4.6029 -2.6284
N 0.0211 -3.1745 -2.8608
C 0.0291 -2.2808 -1.8232
C 0.7707 -2.5621 -0.6526
C 0.8223 -1.5951 0.3492
N 0.0811 -0.4728 0.3159
C -0.6840 -0.2306 -0.7631
C -0.7002 -1.0722 -1.8782
C 0.0373 -2.7905 -4.2631
H 1.0871 -4.2178 -5.5201
H -0.6438 -4.1450 -5.8335
H -1.0798 -5.6892 -4.0944
H 0.6432 -6.0521 -4.1492
H -0.7820 -4.8998 -1.9673
H 0.9858 -4.9078 -2.1284
H 1.3290 -3.4928 -0.5618
H 1.4791 -1.7566 1.2095
H -1.3108 0.6660 -0.7485
H -1.3241 -0.8406 -2.7387
H 0.9091 -2.1514 -4.5010
H -0.8656 -2.2161 -4.5266
*
```

The molecular weight comes out at 333.4 g/mol. The value obtained for the total energy is -28861.17567 eV. The calculation puts the largest force on an atom at 1.98 eV Å⁻¹. As for the HOMO energy: -10.38 eV.


This record from the OMol25 dataset describes the molecule C3H5N3 in a non-equilibrium geometry. The level of theory is ωB97M-V with the def2-TZVPD basis set.

```
! RIJCOSX wB97M-V def2-TZVPD def2/J DEFGRID3
* xyz 0 1
C 1.5905 -0.2286 0.0470
N 0.4136 -0.9618 -0.3671
C -0.6472 -0.2648 -0.2536
N -0.6635 1.0316 0.2063
C -1.9371 -0.8501 -0.5908
N -2.9744 -1.3165 -0.8017
H 2.4427 -0.9019 0.0950
H 1.7942 0.5998 -0.6487
H 1.4712 0.2543 1.0522
H 0.0811 1.2057 0.8786
H -1.5577 1.4406 0.4182
*
```

The molecular weight comes out at 83.1 g/mol. The value obtained for the total energy is -7661.42000 eV. The calculation puts the largest force on an atom at 1.20 eV Å⁻¹. As for the SMILES: C/N=C(\N)C#N. As for the HOMO energy: -10.08 eV.


This record from the OMol25 dataset describes a structure of composition C34H35Cl2N6O4STeZr. The level of theory is ωB97M-V with the def2-TZVPD basis set.

```
! RIJCOSX wB97M-V def2-TZVPD def2/J DEFGRID3
* xyz 1 1
Zr 0.4766 0.1188 0.7247
O -2.8845 -2.4358 1.9259
C -1.8220 -1.8651 1.7761
N -1.5841 -0.7083 1.0948
C -2.5901 0.2874 1.2744
C -3.9552 0.1399 1.0789
C -4.7906 1.2229 1.3175
C -4.2661 2.4353 1.7482
C -2.9049 2.5750 1.9808
C -2.0705 1.4877 1.7604
N -0.6647 1.4658 1.9664
C -0.1878 2.0878 3.0774
O -0.8098 2.7227 3.9057
C 1.2897 1.8825 3.2743
C 1.9341 2.6327 4.2404
C 3.2988 2.4850 4.3983
C 3.9626 1.5941 3.5686
C 3.2365 0.8803 2.6366
N 1.9085 0.9933 2.4918
C -0.6026 -2.3979 2.4887
C -0.7194 -3.5269 3.2782
C 0.3677 -3.9293 4.0339
C 1.5271 -3.1712 3.9791
C 1.5626 -2.0604 3.1572
N 0.5241 -1.6756 2.4031
H -4.3516 -0.8088 0.7490
H -5.8567 1.1194 1.1643
H -4.9240 3.2765 1.9201
H -2.4995 3.5054 2.3470
H 1.3392 3.3147 4.8299
H 3.8355 3.0595 5.1413
H 5.0317 1.4490 3.6315
H 3.7519 0.1870 1.9886
H -1.6710 -4.0391 3.2908
H 0.3080 -4.8037 4.6679
H 2.3959 -3.4230 4.5704
H 2.4520 -1.4514 3.1115
C 0.1019 -1.7962 -2.0984
C 1.3708 -1.1287 -2.5789
N 1.6934 0.0086 -1.7121
C 3.1297 0.2912 -1.6681
C 3.9014 -0.8041 -0.9392
S 2.9737 -1.5144 0.4502
C 2.4081 -3.1064 -0.2295
C 0.8938 -3.2765 -0.2837
N 0.1515 -2.0560 -0.6419
H -0.7445 -1.1342 -2.2811
H -0.0783 -2.7217 -2.6546
H 2.2004 -1.8330 -2.5619
H 1.2553 -0.8339 -3.6267
H 1.2450 0.8567 -2.0544
H 3.5492 0.4112 -2.6734
H 3.2698 1.2318 -1.1428
H 4.1838 -1.6340 -1.5849
H 4.8267 -0.3985 -0.5323
H 2.8680 -3.2087 -1.2088
H 2.8289 -3.8917 0.3971
H 0.6630 -4.0856 -0.9854
H 0.5409 -3.6029 0.6910
H -0.8133 -2.2004 -0.3600
C -2.9974 0.1726 -1.9615
Te -1.5097 1.6066 -1.4118
C -0.9024 1.4841 -3.4579
C -1.9979 0.7521 -4.1901
C -2.0204 0.7137 -5.5830
C -3.0204 0.0272 -6.2499
C -4.0138 -0.6256 -5.5271
C -4.0012 -0.5831 -4.1440
C -2.9946 0.1026 -3.4663
H -3.9552 0.5081 -1.5742
H -2.7680 -0.7824 -1.4850
H 0.0452 0.9584 -3.5528
H -0.7460 2.4971 -3.8199
H -1.2543 1.2346 -6.1451
H -3.0339 0.0092 -7.3315
H -4.8035 -1.1550 -6.0433
H -4.7841 -1.0766 -3.5803
Cl 0.7748 4.7654 1.2295
C 1.9394 4.2564 -0.0066
Cl 3.5582 4.0251 0.6883
C 1.4531 2.9600 -0.6459
O 1.1097 2.9791 -1.8198
O 1.4504 1.9315 0.1150
H 2.0054 5.0399 -0.7509
*
```

The molecular weight comes out at 913.5 g/mol. The value obtained for the total energy is -97411.59324 eV. The calculation puts the largest force on an atom at 0.43 eV Å⁻¹. As for the HOMO energy: -10.32 eV.


This record from the OMol25 dataset describes a structure of composition C41H48AsNO3RhSSi. The level of theory is ωB97M-V with the def2-TZVPD basis set.

```
! RIJCOSX wB97M-V def2-TZVPD def2/J DEFGRID3
* xyz -1 5
Rh 0.2503 2.0545 -0.2032
S -1.6447 3.6155 -0.6708
C -3.2456 2.9308 -0.4170
C -4.3304 3.7902 -0.2050
C -5.6094 3.2856 -0.0153
C -5.8390 1.9125 -0.0310
C -4.7722 1.0497 -0.2485
C -3.4901 1.5542 -0.4422
As -1.8883 0.5241 -0.7550
C -2.6713 -1.2633 -0.6707
C -3.1144 -1.7353 0.5638
C -3.7372 -2.9730 0.6603
C -3.8895 -3.7666 -0.4718
C -3.4297 -3.3093 -1.7012
C -2.8280 -2.0592 -1.8012
C -1.7512 0.7026 -2.6990
C -2.8535 1.0042 -3.4911
C -2.7058 1.1626 -4.8638
C -1.4549 1.0152 -5.4548
C -0.3523 0.7058 -4.6680
C -0.4995 0.5510 -3.2944
H -4.1503 4.8609 -0.1856
H -6.4356 3.9690 0.1517
H -6.8371 1.5182 0.1195
H -4.9457 -0.0203 -0.2716
H -2.9824 -1.1316 1.4541
H -4.0852 -3.3266 1.6242
H -4.3638 -4.7395 -0.3954
H -3.5436 -3.9244 -2.5879
H -2.4892 -1.7007 -2.7646
H -3.8272 1.1307 -3.0341
H -3.5676 1.4117 -5.4724
H -1.3398 1.1503 -6.5244
H 0.6258 0.5925 -5.1228
H 0.3561 0.3110 -2.6709
N 2.5645 1.9683 -0.6217
C 3.5023 3.0895 -0.7456
C 3.1116 4.2252 0.1846
C 1.8547 4.9356 -0.3044
O 1.8486 6.1687 -0.3001
O 0.9011 4.1732 -0.7366
H 2.7738 1.4043 0.1907
H 2.5878 1.3365 -1.4060
H 3.4824 3.4434 -1.7770
H 4.5202 2.7565 -0.5309
H 3.9043 4.9667 0.2426
H 2.9389 3.8268 1.1938
C -1.7069 1.1954 2.9632
C -1.0099 2.5329 2.7386
C -0.8385 3.2547 4.0776
C 0.3326 2.3746 2.0436
H -2.7489 1.3328 3.2719
H -1.1902 0.6204 3.7415
H -1.6917 0.5930 2.0570
H -1.6481 3.1556 2.1120
H -0.1587 2.6906 4.7296
H -1.8004 3.3588 4.5952
H -0.4174 4.2546 3.9314
H 0.9182 1.5360 2.4391
H 0.9192 3.2951 2.0740
C 0.3791 -3.0073 -1.9293
C 1.7814 -2.7275 -1.3595
C 2.4224 -4.0355 -0.8720
C 2.6438 -2.1506 -2.4965
Si 1.6923 -1.4305 0.0391
O 1.0090 -0.0681 -0.4667
C 3.5159 -1.2320 0.5970
C 4.0221 -1.8419 1.7558
C 5.3540 -1.7041 2.1404
C 6.2287 -0.9460 1.3722
C 5.7669 -0.3484 0.2053
C 4.4357 -0.4974 -0.1726
C 0.8604 -2.1535 1.5864
C 0.9776 -1.4368 2.7908
C 0.4085 -1.8903 3.9738
C -0.2965 -3.0904 3.9903
C -0.4354 -3.8166 2.8145
C 0.1263 -3.3460 1.6301
H 0.4534 -3.6524 -2.8188
H -0.1178 -2.0817 -2.2311
H -0.2797 -3.5097 -1.2151
H 2.5023 -4.7532 -1.7024
H 1.8386 -4.5111 -0.0763
H 3.4331 -3.8632 -0.4822
H 2.6147 -2.8282 -3.3620
H 3.6917 -2.0365 -2.2001
H 2.2695 -1.1705 -2.8305
H 3.3647 -2.4490 2.3712
H 5.7073 -2.1882 3.0445
H 7.2634 -0.8282 1.6753
H 6.4431 0.2319 -0.4139
H 4.1122 -0.0376 -1.1027
H 1.5309 -0.4969 2.8030
H 0.5139 -1.3093 4.8840
H -0.7379 -3.4515 4.9126
H -0.9927 -4.7471 2.8121
H -0.0103 -3.9372 0.7291
*
```

The molecular weight comes out at 840.8 g/mol. The value obtained for the total energy is -133490.32381 eV. The calculation puts the largest force on an atom at 0.70 eV Å⁻¹. As for the HOMO energy (spin up / spin down): -4.18 / -4.85 eV. As for the expectation value of S²: 6.02.


Q: The highest molecular weight belongs to which entry?
A: C34H35Cl2N6O4STeZr


Please write out number 2 again, unchanged.
This record from the OMol25 dataset describes the molecule C3H5N3 in a non-equilibrium geometry. The level of theory is ωB97M-V with the def2-TZVPD basis set.

```
! RIJCOSX wB97M-V def2-TZVPD def2/J DEFGRID3
* xyz 0 1
C 1.5905 -0.2286 0.0470
N 0.4136 -0.9618 -0.3671
C -0.6472 -0.2648 -0.2536
N -0.6635 1.0316 0.2063
C -1.9371 -0.8501 -0.5908
N -2.9744 -1.3165 -0.8017
H 2.4427 -0.9019 0.0950
H 1.7942 0.5998 -0.6487
H 1.4712 0.2543 1.0522
H 0.0811 1.2057 0.8786
H -1.5577 1.4406 0.4182
*
```

The molecular weight comes out at 83.1 g/mol. The value obtained for the total energy is -7661.42000 eV. The calculation puts the largest force on an atom at 1.20 eV Å⁻¹. As for the SMILES: C/N=C(\N)C#N. As for the HOMO energy: -10.08 eV.


Q: Among the records above, which one has the lowest molecular weight?
A: C3H5N3


Q: total energy of number 1 (C22H22FN2)?
A: -28861.17567 eV